# 1
{"formula": "C3H2N2S2", "method": "the ωB97M-V functional and the def2-TZVPD basis", "species": ["S", "S", "N", "N", "C", "C", "C", "H", "H"], "coordinates": [[0.782, 0.509, 1.657], [-2.256, -1.516, -0.382], [1.911, -1.583, -1.146], [-0.387, 2.162, -1.479], [0.739, 0.373, -0.040], [1.424, -0.628, -0.690], [0.078, 1.354, -0.799], [-0.448, 1.079, 1.983], [-1.843, -1.750, 0.896]], "forces_ev_per_a": [[-0.4099, -0.0379, 1.4186], [0.1716, -0.0608, 0.4971], [-0.2353, 1.0023, 0.2600], [-0.0994, -0.0905, 0.2496], [-0.9817, 1.3585, 0.0330], [0.7766, -2.1140, -0.4973], [-0.0062, 0.2522, -0.6381], [0.9522, -0.3534, -0.8430], [-0.1678, 0.0436, -0.4799]], "fmax_ha_per_bohr": 0.0449, "e_above_lowest_kj_mol": 293.0, "homo_ev": [-10.46, -9.31], "multiplicity": 1, "e_lumo_ev": [-2.59, -2.80]}

***

# 2
{"formula": "C3H2N2S3", "method": "the ωB97M-V functional and the def2-TZVPD basis", "species": ["S", "S", "S", "N", "N", "C", "C", "C", "H", "H"], "coordinates": [[2.952, 0.738, -0.577], [2.733, -0.938, -1.520], [1.461, 1.537, 0.716], [-2.100, 0.628, 0.228], [-1.163, 1.463, 0.189], [-1.638, -0.644, 0.260], [-0.283, -0.599, 0.115], [0.041, 0.757, 0.280], [-2.356, -1.516, 0.311], [0.353, -1.425, -0.004]], "forces_ev_per_a": [[0.7768, -0.0921, -0.1628], [-0.4241, 0.5895, 0.5327], [0.0918, -0.3058, -0.7415], [-2.1571, 1.3266, -0.2893], [0.2896, 1.3837, 1.1384], [-0.0517, -2.1993, -0.4490], [-0.1302, -0.9254, 0.5019], [-0.3386, -0.2650, -0.6138], [1.1447, 1.2406, -0.1035], [0.7988, -0.7527, 0.1868]], "fmax_ha_per_bohr": 0.0496, "e_above_lowest_kj_mol": 154.1, "homo_ev": [-9.06, -9.12], "multiplicity": 1, "e_lumo_ev": [-2.75, -2.42]}

***

# 3
{"formula": "C3H2N3O", "method": "the ωB97M-V functional and the def2-TZVPD basis", "species": ["O", "N", "N", "N", "C", "C", "C", "H", "H"], "coordinates": [[0.770, -0.233, 1.220], [0.223, 0.110, -0.868], [3.945, -1.889, 2.237], [3.367, -1.056, 1.803], [0.986, 0.523, 0.194], [-0.152, -1.016, 0.701], [-0.534, -0.985, -0.540], [1.733, 1.294, 0.150], [-1.189, -1.240, -1.301]], "forces_ev_per_a": [[-0.1231, -0.9093, 1.7653], [1.9795, 1.7111, 2.7124], [-1.0782, 1.6012, -0.8094], [1.2413, -1.6446, 0.8205], [-0.6807, -0.0667, -3.7106], [-0.0514, 0.4198, 0.6898], [0.1767, 0.2827, -1.2764], [0.0325, 0.1896, 0.3307], [-1.4966, -1.5839, -0.5224]], "fmax_ha_per_bohr": 0.0734, "charge": 1, "e_above_lowest_kj_mol": 355.4, "homo_ev": [-17.00, -16.92], "multiplicity": 1, "e_lumo_ev": [-9.51, -8.74]}

***

# 4
{"formula": "C3H2N4", "method": "the ωB97M-V functional and the def2-TZVPD basis", "species": ["N", "N", "N", "N", "C", "C", "C", "H", "H"], "coordinates": [[0.884, 0.869, -0.820], [1.247, 1.885, -1.164], [0.360, -0.056, -0.287], [-1.323, 0.846, 1.398], [-0.068, -1.241, -0.767], [-0.216, -2.357, -1.242], [-0.498, 1.464, 1.911], [0.171, 1.797, 2.677], [-0.556, -3.209, -1.705]], "forces_ev_per_a": [[0.2960, 2.4545, -1.8031], [0.1526, -0.9585, 0.2892], [-0.7191, -2.7996, 1.3369], [0.2499, 0.9438, 0.2306], [0.9848, -1.0447, -1.4391], [0.2409, 3.3217, 1.5130], [-0.9786, -0.9006, 0.8522], [0.2146, 0.3986, -0.4095], [-0.4411, -1.4152, -0.5703]], "fmax_ha_per_bohr": 0.0711, "e_above_lowest_kj_mol": 479.1, "homo_ev": -9.28, "multiplicity": 1, "e_lumo_ev": 0.84}

***

# 5
{"formula": "C3H2N4", "method": "the ωB97M-V functional and the def2-TZVPD basis", "species": ["N", "N", "N", "N", "C", "C", "C", "H", "H"], "coordinates": [[-1.388, 1.212, 0.071], [1.223, -1.358, 0.000], [1.810, -0.315, 0.133], [2.342, 0.670, 0.041], [-0.233, -1.173, 0.079], [-0.068, 1.500, 0.097], [-0.557, 0.109, 0.038], [-2.257, 1.474, -0.419], [-0.872, -2.119, -0.041]], "forces_ev_per_a": [[-0.4641, -0.5380, -0.7112], [-1.8176, -2.6872, 0.7636], [1.6241, 1.5189, -1.0920], [0.6701, -0.3292, 0.6622], [0.3498, -0.6941, -0.8769], [-1.6791, 0.3649, -0.2406], [-0.6595, 0.3333, 0.5622], [0.7526, 0.1875, 0.6531], [1.2235, 1.8438, 0.2795]], "fmax_ha_per_bohr": 0.0648, "e_above_lowest_kj_mol": 618.0, "homo_ev": -8.49, "multiplicity": 1, "e_lumo_ev": 0.07}

***

# 6
{"formula": "C3H2N4O", "method": "the ωB97M-V functional and the def2-TZVPD basis", "species": ["O", "N", "N", "N", "N", "C", "C", "C", "H", "H"], "coordinates": [[-2.502, 0.163, 0.427], [1.593, 0.280, 0.321], [1.063, 1.243, -0.256], [-0.936, -1.044, -0.555], [0.161, -1.499, -0.410], [-0.242, 1.311, -0.247], [-1.264, 0.176, 0.157], [1.217, -0.924, 0.311], [1.575, -1.692, 1.161], [-0.664, 1.986, -0.910]], "forces_ev_per_a": [[5.0654, 1.6699, 0.1458], [3.5331, -3.2435, 3.2258], [-4.5191, 2.8541, -2.6694], [-1.4847, 1.1647, -0.0484], [3.4800, -1.8879, -0.7255], [0.5682, -1.5671, 0.6584], [-4.7082, -0.1522, -0.8436], [-0.9663, -2.4537, 3.3835], [-0.0532, 1.8451, -2.4684], [-0.9153, 1.7704, -0.6583]], "fmax_ha_per_bohr": 0.1162, "e_above_lowest_kj_mol": 371.9, "homo_ev": -9.54, "multiplicity": 1, "smiles": "O=c1cnncnn1", "e_lumo_ev": -1.38}

***

# 7
{"formula": "C3H2N4O", "method": "the ωB97M-V functional and the def2-TZVPD basis", "species": ["O", "N", "N", "N", "N", "C", "C", "C", "H", "H"], "coordinates": [[-2.155, -0.610, -0.888], [-0.639, -1.441, 0.675], [0.486, -1.787, 0.221], [1.584, -1.247, -0.584], [1.743, 0.067, -0.548], [0.708, 0.923, -0.001], [-0.660, 0.875, 0.241], [-1.164, -0.316, -0.158], [-1.040, 1.787, 0.460], [1.136, 1.749, 0.584]], "forces_ev_per_a": [[3.8532, 1.2355, 2.1959], [2.6978, 1.1016, -3.1564], [0.7869, -1.0883, 1.8570], [-2.6871, 3.6242, 0.2270], [-2.1172, -2.4995, 1.2157], [0.6737, 0.3377, 2.0837], [6.2353, -0.3701, -1.7470], [-7.9745, -4.7744, -2.4339], [-1.9457, 2.1919, 1.1061], [0.4776, 0.2413, -1.3481]], "fmax_ha_per_bohr": 0.1868, "e_above_lowest_kj_mol": 467.0, "homo_ev": -9.87, "multiplicity": 1, "smiles": "O=c1ccnnnn1", "e_lumo_ev": -1.94}

***

# 8
{"formula": "C3H2N4O", "method": "the ωB97M-V functional and the def2-TZVPD basis", "species": ["O", "N", "N", "N", "N", "C", "C", "C", "H", "H"], "coordinates": [[2.004, 0.051, -0.037], [1.222, 1.136, -0.067], [-1.298, 1.074, -0.059], [1.301, -1.132, -0.033], [-1.266, -1.251, -0.005], [-1.974, -0.141, -0.026], [0.080, -0.774, 0.105], [0.034, 0.695, 0.172], [-3.121, -0.074, -0.245], [-1.469, 2.200, 0.189]], "forces_ev_per_a": [[0.8029, -0.7577, -0.3800], [-0.5743, 1.3933, 0.9557], [1.9101, 3.8547, 1.9199], [0.2774, -0.7921, 0.2675], [0.4374, 1.2609, 0.3161], [-2.1915, -0.1729, -1.1104], [-2.3110, 2.2879, 0.1716], [-0.2198, -2.0427, -1.9486], [2.3674, -0.5147, 0.7854], [-0.4985, -4.5167, -0.9773]], "fmax_ha_per_bohr": 0.0916, "e_above_lowest_kj_mol": 213.6, "homo_ev": -10.18, "multiplicity": 1, "smiles": "c1nc2nonc2[nH]1", "e_lumo_ev": 0.22}